Record 1
The following is a quantum chemistry calculation of C33H30BrCl7MgN2O4P2 as an isolated structure, from the Open Molecules 2025 dataset.

Geometry as XYZ:
```
80
Properties=species:S:1:pos:R:3:forces:R:3
Mg -1.475 1.886 -1.912 0.18 0.41 -0.17
C -0.790 -0.877 1.307 -0.04 -0.01 0.02
P -1.663 -0.253 -0.165 -0.20 -0.06 -0.22
C -3.330 0.122 0.486 0.01 -0.07 0.06
C -1.941 -1.770 -1.169 0.15 -0.02 0.10
C -2.953 -1.531 -2.287 -0.11 0.04 -0.06
P -2.491 -0.124 -3.382 0.19 0.04 -0.07
C -1.536 -0.914 -4.721 0.03 -0.06 0.04
C -4.055 0.302 -4.206 -0.03 0.02 0.01
H -1.357 -1.671 1.797 0.02 0.00 -0.02
H -0.659 -0.063 2.023 0.00 -0.01 0.02
H 0.196 -1.253 1.034 0.04 -0.05 -0.01
H -3.840 -0.773 0.849 0.00 0.02 0.01
H -3.942 0.614 -0.272 -0.01 -0.01 -0.01
H -3.216 0.828 1.310 -0.03 0.01 0.01
H -2.268 -2.591 -0.526 0.01 0.00 0.00
H -0.971 -2.050 -1.589 0.01 -0.05 0.05
H -3.924 -1.279 -1.854 -0.04 -0.02 -0.03
H -3.090 -2.438 -2.881 -0.04 0.03 -0.02
H -2.099 -1.718 -5.198 -0.02 0.01 0.00
H -0.600 -1.318 -4.335 0.00 0.01 0.01
H -1.291 -0.157 -5.467 0.01 -0.02 -0.01
H -4.575 -0.582 -4.575 0.02 -0.02 -0.02
H -3.831 0.965 -5.043 -0.03 0.00 0.00
H -4.689 0.853 -3.512 0.00 -0.01 0.01
C 2.587 0.177 1.010 -0.58 2.61 1.02
O 2.892 0.261 2.270 0.30 0.24 0.09
C 3.471 -0.832 2.966 -0.09 -0.11 0.28
C 3.827 -0.564 4.268 -0.01 0.02 0.01
C 4.383 -1.580 5.026 0.00 0.09 0.04
Br 4.883 -1.233 6.826 0.00 0.00 -0.01
C 4.572 -2.836 4.483 -0.04 -0.05 -0.11
C 4.205 -3.103 3.169 0.09 -0.01 0.20
C 3.628 -2.097 2.341 -0.08 0.13 -0.12
O 3.260 -2.274 1.122 0.30 -1.35 0.15
C 4.427 -4.454 2.650 0.01 0.03 0.01
N 4.913 -5.461 3.337 0.00 0.00 -0.01
C 4.941 -6.514 2.444 0.00 0.01 0.00
C 5.363 -7.831 2.624 0.00 0.00 0.00
C 5.282 -8.694 1.548 0.00 0.00 0.00
C 4.791 -8.269 0.304 0.00 0.00 0.00
C 4.369 -6.967 0.104 0.00 0.00 0.01
C 4.453 -6.104 1.191 0.02 0.00 0.01
N 4.136 -4.777 1.356 -0.06 -0.06 -0.07
H 1.838 2.461 0.113 0.00 -0.46 0.12
H 0.776 2.164 1.631 0.13 -0.07 0.10
H 0.547 1.834 -1.432 -0.03 -0.16 0.16
H 3.669 0.427 4.673 0.01 0.00 0.00
H 5.006 -3.637 5.065 0.00 0.00 0.00
H 2.761 -0.825 0.780 0.23 -1.50 -1.51
H 5.742 -8.156 3.584 0.00 0.00 0.00
H 5.603 -9.722 1.662 0.00 0.00 0.00
H 4.745 -8.975 -0.515 0.00 0.00 0.00
H 3.994 -6.638 -0.857 0.00 0.00 0.00
H 3.725 -4.095 0.728 0.03 0.06 0.05
Cl -4.455 8.421 -2.843 0.00 0.00 0.00
C -4.042 6.738 -2.725 0.02 0.01 0.00
C -5.049 5.809 -2.423 0.00 -0.02 0.01
C -4.750 4.479 -2.321 -0.02 0.01 -0.03
Cl -5.999 3.340 -1.936 0.01 0.00 0.00
C -3.427 3.977 -2.492 0.05 0.00 -0.12
O -3.167 2.730 -2.376 -0.24 -0.08 0.21
C -2.440 4.947 -2.828 0.04 -0.03 0.03
C -1.095 4.554 -3.151 -0.08 0.00 -0.09
O -0.620 3.415 -3.108 -0.05 -0.07 0.12
C -2.762 6.315 -2.936 -0.03 0.02 0.00
H -6.064 6.147 -2.265 0.00 0.00 0.00
H -0.442 5.370 -3.498 0.01 -0.01 0.00
H -1.987 7.026 -3.194 0.00 0.00 0.00
Cl -3.806 3.884 0.747 -0.03 -0.03 0.02
C -2.319 4.505 1.291 -0.04 -0.05 -0.06
C -1.004 3.889 0.989 0.22 0.13 -0.18
C -0.923 2.905 0.072 -0.10 0.02 0.45
Cl 0.662 1.893 0.278 -0.05 0.83 -0.39
C -0.045 4.688 1.799 0.04 -0.07 -0.02
Cl 1.673 4.683 1.695 -0.10 -0.20 -0.08
C -0.729 5.630 2.473 0.01 -0.03 -0.01
Cl -0.084 6.853 3.454 0.01 0.01 0.00
C -2.157 5.491 2.185 -0.03 0.02 0.00
Cl -3.367 6.420 2.928 -0.01 -0.01 0.00
```
Forces are in eV/Å.

Calculated values
Energy above the lowest of the compared OMol25 structures with the same formula, charge and spin in kJ/mol: 1256.17
Max |F| in eV Å⁻¹: 2.9
HOMO in eV: -6.8
Orbital gap in hartree: 0.185
Spin multiplicity: 1
Net charge: 0


Record 2
The following is a quantum chemistry calculation of one molecule with the formula C4H2O2, from the Open Molecules 2025 dataset.

Geometry as XYZ:
```
8
Properties=species:S:1:pos:R:3:forces:R:3
O -1.673 1.783 -2.944 0.03 -0.18 0.78
C -1.104 1.177 -2.121 -1.18 1.25 -1.77
C -0.264 0.426 -1.524 2.96 -5.13 8.75
C 0.021 -0.264 -0.176 -0.29 0.11 -0.20
C 0.332 -1.002 1.300 -1.44 4.28 -7.84
O 1.208 -0.494 2.156 0.13 -0.10 0.30
H -0.102 -1.964 1.465 -0.12 -0.23 0.04
H 1.581 0.338 1.843 -0.09 -0.01 -0.06
```
Forces are in eV/Å.

Calculated values
Energy above the lowest of the compared OMol25 structures with the same formula, charge and spin in kJ/mol: 452.70
Max |F| in eV Å⁻¹: 10.6
HOMO (alpha / beta) in eV: -8.1 / -8.0
Orbital gap (alpha / beta) in hartree: 0.256 / 0.245
Spin multiplicity: 1
Net charge: 0


Record 3
The following is a quantum chemistry calculation of C5H10O2 as an isolated structure, from the Open Molecules 2025 dataset.

Geometry as XYZ:
```
17
Properties=species:S:1:pos:R:3:forces:R:3
C 1.399 1.409 0.090 0.27 -0.03 -0.06
O 0.262 0.751 -0.472 0.05 -0.30 -0.01
C 0.293 -0.776 -0.722 -0.26 0.09 0.11
C 0.405 -1.627 0.540 0.41 -0.04 0.18
O -0.994 -1.931 0.514 -0.01 -0.02 0.29
C -1.114 -1.137 -0.682 0.19 0.23 -0.26
C -1.416 1.066 0.191 -0.45 -0.30 0.10
H 1.821 0.814 0.910 0.04 0.12 -0.20
H 2.135 1.582 -0.705 -0.01 0.00 0.33
H 1.068 2.371 0.492 0.02 -0.14 -0.13
H 0.983 -0.887 -1.551 -0.02 -0.03 -0.07
H 0.725 -1.101 1.451 -0.13 -0.12 -0.08
H 1.001 -2.545 0.419 -0.10 0.32 -0.04
H -1.705 -1.599 -1.465 0.00 0.11 -0.11
H -2.209 1.144 -0.549 0.09 -0.03 0.39
H -1.607 0.416 1.048 -0.18 0.23 -0.31
H -1.046 2.049 0.492 0.07 -0.10 -0.12
```
Forces are in eV/Å.

Calculated values
Energy above the lowest of the compared OMol25 structures with the same formula, charge and spin in kJ/mol: 740.49
Max |F| in eV Å⁻¹: 0.5
HOMO in eV: -6.4
Orbital gap in hartree: 0.264
Spin multiplicity: 1
Net charge: 0


Record 4
The following is a quantum chemistry calculation of a 3-piece molecular cluster, C25H48BBrFN7O7P2S overall, from the Open Molecules 2025 dataset.

Geometry as XYZ:
```
93
Properties=species:S:1:pos:R:3:forces:R:3
C -6.315 1.366 -2.406 1.05 0.74 -0.83
C -5.094 1.685 -3.364 -1.32 -0.07 1.26
O -4.750 0.458 -3.997 1.02 0.89 0.08
C -3.514 0.594 -4.700 0.41 -0.88 -0.54
C -2.553 -0.623 -4.452 0.03 1.19 -1.06
O -1.574 -0.241 -3.499 -0.44 -0.30 0.62
C -2.173 -0.129 -2.183 0.47 0.76 -1.35
C -1.112 -0.577 -1.125 0.52 -0.09 -0.47
S -0.229 -2.042 -1.941 -0.05 -0.93 0.11
O -0.063 0.333 -0.835 -1.03 0.41 0.18
C 0.160 1.494 -1.605 2.11 0.88 0.10
P 1.097 2.680 -0.437 -0.75 2.97 -0.49
O 0.615 4.126 -0.572 0.51 -2.05 0.19
B 1.232 1.328 -2.829 -0.70 0.05 -1.34
O 1.013 2.158 -3.949 1.07 -1.19 1.42
O 2.285 0.406 -2.802 -1.20 1.47 0.17
C -1.703 -1.053 0.281 0.33 -3.31 -0.93
C -2.936 -2.015 -0.070 -0.72 0.59 0.51
C -4.348 -1.336 -0.051 -0.18 -0.98 -1.36
N -5.289 -2.166 -0.869 0.27 0.79 0.39
C -0.720 -2.097 0.962 0.62 0.75 0.39
C 0.752 -1.664 1.164 1.15 -2.07 0.58
C 1.411 -2.629 2.225 -0.49 1.01 0.21
F 0.961 -0.377 1.636 -0.52 0.09 -0.12
N -1.988 0.004 1.236 -0.78 -0.51 0.26
C -2.596 1.259 0.756 -1.69 1.02 0.64
C -2.403 2.538 1.679 0.02 1.51 -0.71
N -1.158 2.530 2.442 -0.28 -0.19 0.20
N -3.625 2.813 2.499 1.09 -0.49 0.34
N -2.293 3.693 0.758 0.18 -1.23 -0.26
P -2.731 -0.333 2.755 -0.01 0.25 0.54
O -3.302 -1.918 2.847 0.84 1.01 -0.80
Br -0.973 -0.458 4.255 -0.26 -0.34 -0.19
H -7.033 2.200 -2.516 0.06 -0.66 0.27
H -5.931 1.341 -1.368 -0.51 -0.21 -0.50
H -6.737 0.392 -2.716 0.04 0.62 0.35
H -4.284 2.080 -2.706 -0.05 -0.36 -0.59
H -5.333 2.498 -4.086 0.07 -0.64 0.14
H -2.957 1.499 -4.370 -0.35 -0.47 -0.23
H -3.689 0.677 -5.796 -0.14 0.05 0.62
H -2.010 -0.793 -5.405 -0.14 0.01 0.63
H -3.086 -1.563 -4.200 0.16 0.53 0.15
H -3.093 -0.731 -2.263 0.52 0.08 0.90
H -2.486 0.937 -2.121 0.14 -0.65 0.55
H 0.611 -1.509 -2.880 -0.80 0.38 0.56
H -0.695 2.117 -1.938 0.03 -0.58 0.49
H 1.072 2.172 0.890 -0.06 -0.36 -0.52
H 2.484 2.700 -0.818 -0.49 -0.74 0.17
H 0.401 2.854 -3.702 -0.27 0.13 -0.18
H 2.412 0.191 -1.868 0.14 -0.57 -0.04
H -2.807 -2.481 -1.073 0.14 0.47 0.60
H -2.980 -2.876 0.635 0.16 0.70 -0.34
H -4.316 -0.361 -0.584 -0.10 -0.46 0.71
H -4.822 -1.257 0.943 0.60 0.28 -0.33
H -5.346 -3.107 -0.491 0.11 0.02 -0.16
H -4.889 -2.200 -1.803 -0.30 -0.34 0.02
H -0.711 -3.060 0.405 0.09 0.81 0.10
H -1.098 -2.408 1.963 -0.10 0.61 -0.70
H 1.355 -1.790 0.243 -0.60 0.43 0.29
H 0.692 -2.806 3.056 0.46 -0.07 -0.55
H 1.734 -3.587 1.782 -0.09 0.48 0.21
H 2.249 -2.057 2.679 -0.24 -0.66 -0.45
H -2.299 1.616 -0.242 0.45 -0.77 0.51
H -3.708 1.134 0.729 0.73 0.26 -0.24
H -0.554 3.306 2.192 -0.11 -0.08 -0.13
H -1.334 2.574 3.439 0.11 -0.13 -0.11
H -3.476 2.352 3.399 -0.52 -0.11 -0.11
H -3.550 3.809 2.701 -0.21 -0.15 0.07
H -2.045 4.526 1.274 -0.21 0.11 -0.17
H -3.148 3.804 0.226 0.01 0.26 0.15
H -3.260 -2.235 3.754 0.11 0.04 0.23
C 7.056 2.533 -0.036 0.04 0.03 0.02
C 6.830 1.733 1.073 0.02 0.08 -0.11
C 5.755 0.860 1.045 -0.30 -0.19 -0.08
N 4.917 0.745 0.009 0.20 0.24 -0.05
C 5.154 1.528 -1.048 -0.21 -0.22 0.06
C 6.201 2.431 -1.123 0.08 0.01 0.11
H 7.887 3.228 -0.054 -0.02 -0.02 0.00
H 7.474 1.784 1.941 -0.03 -0.05 0.00
H 5.539 0.212 1.888 0.09 0.06 0.07
H 4.457 1.413 -1.871 0.11 0.07 -0.10
H 6.343 3.039 -2.007 -0.03 -0.03 0.00
C 5.996 -4.638 3.781 -0.04 -0.08 0.01
C 6.898 -4.051 4.653 -0.05 -0.03 -0.06
C 7.401 -2.800 4.334 0.02 0.28 -0.21
N 7.068 -2.124 3.229 -0.18 -0.34 0.09
C 6.198 -2.712 2.401 0.21 0.29 0.05
C 5.634 -3.957 2.630 0.03 -0.05 0.09
H 5.579 -5.615 3.996 0.01 0.02 0.00
H 7.205 -4.552 5.562 0.01 0.03 -0.01
H 8.107 -2.299 4.987 0.00 -0.06 0.05
H 5.949 -2.142 1.513 -0.06 -0.07 -0.03
H 4.932 -4.382 1.925 0.01 0.04 -0.01
```
Forces are in eV/Å.

Calculated values
Max |F| in eV Å⁻¹: 3.5
HOMO in eV: -8.7
Orbital gap in hartree: 0.337
Spin multiplicity: 1
Net charge: 0


Record 5
The following is a quantum chemistry calculation of C21H40BeP2 as an isolated structure, from the Open Molecules 2025 dataset.

Geometry as XYZ:
```
64
Properties=species:S:1:pos:R:3:forces:R:3
P -0.050 -1.402 -3.730 -0.32 -0.25 -1.28
P 0.174 1.668 -3.606 0.08 0.54 -1.41
C -0.291 -0.495 -5.363 -0.11 -0.09 0.34
C 0.324 0.895 -5.319 0.12 0.00 0.35
H -1.374 -0.438 -5.546 0.25 0.00 0.03
H 0.167 -1.102 -6.160 -0.31 0.11 0.14
H 1.398 0.854 -5.560 -0.26 0.00 0.04
H -0.167 1.567 -6.041 0.32 -0.11 0.14
C -1.495 2.395 -3.919 -0.08 0.06 0.34
H -1.720 3.117 -3.126 -0.12 -0.09 -0.14
H -2.258 1.608 -3.901 0.08 0.15 0.02
H -1.515 2.905 -4.892 -0.03 -0.10 0.23
C 1.181 3.130 -4.091 0.02 0.28 0.28
H 0.756 3.620 -4.978 0.17 -0.04 0.18
H 2.204 2.801 -4.311 -0.17 0.12 0.08
H 1.213 3.837 -3.257 0.08 0.06 -0.19
C -1.042 -2.850 -4.282 0.04 -0.29 0.22
H -0.989 -3.631 -3.515 -0.11 -0.01 -0.23
H -0.662 -3.236 -5.239 -0.19 -0.01 0.22
H -2.088 -2.538 -4.398 0.22 -0.14 0.05
C 1.624 -2.040 -4.166 0.09 -0.12 0.33
H 2.361 -1.231 -4.127 -0.08 -0.14 0.01
H 1.613 -2.482 -5.171 0.06 0.08 0.22
H 1.908 -2.803 -3.434 0.12 0.08 -0.13
Be 0.105 -0.557 1.827 -0.56 -0.92 1.72
C 0.768 1.140 1.560 0.53 0.61 -0.27
C -0.611 1.192 1.623 -0.29 0.48 0.00
C -1.475 1.135 0.388 -0.50 -0.13 -0.74
C -1.776 -0.303 -0.117 -0.72 0.49 -0.24
C -0.847 -1.360 0.422 -0.14 0.02 -0.37
C 0.523 -1.309 0.185 0.72 -0.30 -0.79
C 1.183 -0.177 -0.603 0.02 0.26 -0.38
C 1.520 1.070 0.245 0.64 0.02 -0.04
C 0.334 -2.886 3.438 0.17 -0.80 0.48
H 1.367 1.459 2.420 -0.41 -0.27 -0.07
H -1.111 1.549 2.529 0.40 -0.34 -0.22
H -1.022 1.694 -0.447 0.08 0.00 0.32
H -2.440 1.622 0.589 0.30 0.00 0.02
H -2.810 -0.558 0.162 0.35 -0.01 0.01
H -1.762 -0.277 -1.222 0.04 -0.20 0.15
H -1.316 -2.305 0.732 0.40 0.40 0.00
H 1.142 -2.221 0.243 -0.55 0.40 0.36
H 0.575 0.143 -1.472 0.16 -0.41 0.57
H 2.130 -0.555 -1.022 -0.34 0.03 0.03
H 2.595 1.054 0.491 -0.38 -0.03 -0.05
H 1.376 1.983 -0.358 -0.09 -0.12 0.11
H 0.616 -3.221 4.448 -0.06 -0.05 -0.23
H 1.124 -3.191 2.741 -0.09 0.09 0.15
H -0.562 -3.452 3.146 0.07 0.25 0.03
C -1.325 1.032 5.574 -0.23 0.10 0.16
C -0.049 0.191 5.551 -0.08 0.20 -0.25
C 1.159 1.123 5.726 0.20 0.10 0.08
C -0.071 -0.830 6.692 -0.01 -0.16 0.18
C 0.020 -0.470 4.227 -0.05 0.61 1.02
C 0.129 -1.407 3.390 0.76 -0.32 -1.41
H -1.325 1.706 6.440 -0.09 -0.13 -0.10
H -2.194 0.366 5.637 0.03 0.25 -0.11
H -1.389 1.634 4.660 -0.08 -0.05 0.26
H 0.990 1.807 6.573 0.07 -0.22 -0.17
H 2.067 0.537 5.936 -0.19 0.24 -0.21
H 1.307 1.730 4.822 0.05 -0.16 0.26
H -1.036 -1.349 6.728 0.23 -0.03 -0.04
H 0.736 -1.561 6.573 -0.16 0.07 0.01
H 0.082 -0.327 7.654 -0.07 -0.02 -0.05
```
Forces are in eV/Å.

Calculated values
Energy above the lowest of the compared OMol25 structures with the same formula, charge and spin in kJ/mol: 0.00
Max |F| in eV Å⁻¹: 2.0
HOMO (alpha / beta) in eV: -5.1 / -5.8
Orbital gap (alpha / beta) in hartree: 0.181 / 0.239
Spin multiplicity: 1
Net charge: 0


Record 6
The following is a quantum chemistry calculation of C5H5FInLiO4 as an isolated structure, from the Open Molecules 2025 dataset.

Geometry as XYZ:
```
17
Properties=species:S:1:pos:R:3:forces:R:3
H 1.232 0.662 0.837 -0.29 0.89 0.21
O 0.176 0.764 -1.010 1.42 -0.52 0.89
O 1.907 1.516 -2.093 -0.28 1.35 0.31
O 0.329 0.320 -3.219 -0.03 0.35 1.39
C 1.073 1.277 -0.045 1.64 1.25 0.00
C 2.027 1.912 -0.772 0.01 -2.08 0.49
C 0.790 0.818 -2.245 0.55 -0.20 -3.37
H 2.956 2.390 -0.478 -0.15 0.09 -0.10
C -1.253 -2.282 0.693 3.85 0.27 0.37
C -0.877 -1.108 1.504 -2.22 1.09 1.69
O -1.751 -0.094 1.085 1.82 -0.41 4.57
Li -2.706 0.889 2.281 -0.83 0.68 0.85
In -1.660 0.042 -0.770 -3.49 3.60 -7.20
F -1.177 -1.919 -0.663 -0.58 -3.50 2.50
H -0.910 -3.303 0.844 -0.59 -0.57 -0.18
H -0.380 -0.614 2.567 -1.96 -2.42 -0.86
H 0.225 -1.271 1.485 1.12 0.14 -1.57
```
Forces are in eV/Å.

Calculated values
Energy above the lowest of the compared OMol25 structures with the same formula, charge and spin in kJ/mol: 663.49
Max |F| in eV Å⁻¹: 8.8
HOMO (alpha / beta) in eV: -21.1 / -21.1
Orbital gap (alpha / beta) in hartree: 0.161 / 0.195
Spin multiplicity: 2
Net charge: +3